Record 1
Density functional theory data (ωB97M-V/def2-TZVPD) for a 10-piece molecular cluster, C34H86O32P6S4 overall.

Structure (XYZ):
```
162
Properties=species:S:1:pos:R:3:lowdin_charge:R:1
C -3.190 -3.681 0.236 -0.116
O -2.975 -4.805 -0.576 -0.202
P -1.444 -5.202 -0.994 0.492
O -0.816 -4.075 -1.705 -0.228
O -0.768 -5.694 0.390 -0.212
C 0.552 -5.441 0.740 -0.105
O -1.633 -6.599 -1.822 -0.213
C -2.336 -7.683 -1.225 -0.120
H -3.796 -3.873 1.122 0.094
H -3.893 -3.033 -0.287 0.059
H -2.343 -3.081 0.569 0.060
H 0.551 -4.541 1.355 0.078
H 1.070 -5.145 -0.172 0.085
H 1.092 -6.286 1.167 0.088
H -2.711 -7.571 -0.208 0.090
H -1.786 -8.624 -1.255 0.085
H -3.166 -7.885 -1.901 0.088
C 1.612 5.528 4.682 -0.117
O 1.317 5.140 3.389 -0.251
P -0.233 5.127 2.871 0.495
O -1.083 4.012 3.287 -0.218
O -0.167 5.224 1.201 -0.219
C 0.451 4.233 0.460 -0.142
O -0.768 6.625 3.194 -0.228
C -2.039 7.195 2.648 -0.055
H 2.377 4.868 5.091 0.075
H 0.636 5.535 5.167 0.095
H 2.156 6.472 4.650 0.100
H 1.214 3.667 0.994 0.076
H 1.029 4.662 -0.359 0.081
H -0.251 3.519 0.029 0.084
H -2.763 6.478 2.261 0.077
H -1.878 8.033 1.969 0.091
H -2.805 7.423 3.388 0.081
C -5.869 -1.152 0.438 -0.154
O -6.108 -1.529 -0.867 -0.218
P -5.223 -0.861 -2.079 0.551
O -4.494 0.409 -1.756 -0.249
O -6.202 -0.818 -3.419 -0.225
C -7.312 -1.656 -3.598 -0.130
O -4.244 -2.067 -2.572 -0.250
C -3.304 -1.863 -3.641 -0.077
H -5.980 -2.105 0.955 0.092
H -6.725 -0.605 0.832 0.097
H -4.862 -0.811 0.678 0.077
H -8.267 -1.145 -3.482 0.088
H -7.300 -2.557 -2.985 0.087
H -7.268 -1.988 -4.636 0.089
H -3.407 -0.835 -3.990 0.092
H -3.468 -2.520 -4.495 0.090
H -2.320 -2.202 -3.316 0.061
C -2.105 -1.425 4.148 -0.092
O -3.538 -1.420 3.924 -0.244
P -4.446 -0.052 3.615 0.464
O -5.858 -0.347 3.436 -0.217
O -3.568 0.559 2.413 -0.231
C -3.759 1.884 1.924 -0.086
O -4.046 0.894 4.894 -0.236
C -4.506 0.655 6.231 -0.097
H -1.702 -0.453 3.862 0.071
H -1.550 -2.025 3.427 0.062
H -1.866 -1.667 5.183 0.087
H -3.701 1.973 0.839 0.077
H -2.958 2.548 2.251 0.069
H -4.664 2.350 2.315 0.092
H -5.260 -0.119 6.379 0.091
H -4.843 1.578 6.702 0.083
H -3.606 0.386 6.783 0.083
C 3.163 -7.313 3.887 -0.104
O 2.987 -6.261 2.949 -0.232
P 4.106 -5.126 2.766 0.432
O 4.863 -4.817 4.013 -0.238
O 4.872 -5.620 1.426 -0.215
C 6.084 -4.907 1.070 -0.091
O 3.224 -3.927 2.139 -0.230
C 2.494 -3.070 3.023 -0.079
H 2.807 -8.233 3.423 0.087
H 2.593 -7.099 4.791 0.091
H 4.185 -7.528 4.198 0.087
H 5.904 -4.439 0.102 0.085
H 6.946 -5.537 0.852 0.083
H 6.414 -4.183 1.816 0.086
H 1.603 -2.732 2.494 0.068
H 3.108 -2.183 3.174 0.067
H 2.297 -3.586 3.963 0.095
C 5.077 5.234 0.092 -0.127
O 4.277 4.197 -0.428 -0.234
P 4.307 3.907 -2.041 0.478
O 5.561 4.291 -2.692 -0.227
O 3.955 2.290 -2.121 -0.213
C 4.693 1.342 -1.417 -0.137
O 2.925 4.609 -2.521 -0.235
C 2.616 4.762 -3.979 -0.041
H 5.769 5.683 -0.620 0.084
H 5.659 4.933 0.964 0.079
H 4.467 6.054 0.472 0.087
H 5.226 1.806 -0.587 0.072
H 5.495 0.871 -1.986 0.091
H 4.157 0.478 -1.025 0.070
H 1.616 4.387 -4.200 0.073
H 3.300 4.281 -4.678 0.089
H 2.641 5.825 -4.218 0.085
C 0.987 -0.661 -1.719 -0.216
C -0.172 0.315 -1.980 -0.180
C -1.246 -0.124 -0.918 -0.155
S -0.225 -0.545 0.655 0.754
O -0.620 -1.877 1.127 -0.380
O -0.147 0.628 1.569 -0.376
C 1.459 -0.567 -0.231 -0.169
H 1.857 -0.416 -2.329 0.099
H 0.628 -1.666 -1.942 0.101
H -0.482 0.214 -3.020 0.103
H -0.005 1.382 -1.832 0.105
H -1.786 -1.015 -1.239 0.074
H -1.999 0.584 -0.574 0.070
H 2.057 -1.400 0.139 0.094
H 1.834 0.430 0.000 0.077
C -3.496 4.931 -1.954 -0.202
C -2.070 5.555 -2.225 -0.171
C -1.801 5.318 -3.768 -0.206
S -2.595 3.760 -4.269 0.708
O -1.654 2.623 -4.439 -0.357
O -3.551 4.058 -5.297 -0.333
C -3.540 3.528 -2.645 -0.193
H -4.241 5.492 -2.518 0.102
H -3.814 5.004 -0.914 0.104
H -1.220 5.086 -1.730 0.084
H -2.148 6.591 -1.894 0.107
H -0.753 5.248 -4.057 0.080
H -2.347 6.081 -4.324 0.097
H -2.837 2.979 -2.018 0.069
H -4.369 2.826 -2.554 0.085
C 3.657 3.150 3.380 -0.204
C 2.466 2.125 3.446 -0.200
C 3.062 0.882 4.122 -0.165
S 4.565 0.617 3.021 0.736
O 4.128 0.139 1.680 -0.369
O 5.662 -0.077 3.731 -0.358
C 4.971 2.439 2.856 -0.173
H 3.937 3.600 4.332 0.096
H 3.399 3.997 2.746 0.091
H 2.194 1.961 2.403 0.092
H 1.671 2.646 3.979 0.104
H 2.587 -0.098 4.148 0.089
H 3.549 1.131 5.065 0.103
H 5.240 2.656 1.823 0.069
H 5.899 2.469 3.427 0.089
C 1.152 -4.507 -4.648 -0.208
C 2.563 -4.474 -5.372 -0.191
C 2.922 -3.006 -5.539 -0.239
S 1.411 -2.035 -5.798 0.716
O 1.050 -2.012 -7.209 -0.337
O 1.457 -0.808 -4.988 -0.346
C 0.313 -3.321 -5.026 -0.211
H 1.279 -4.410 -3.569 0.096
H 0.711 -5.489 -4.818 0.115
H 2.537 -4.938 -6.357 0.107
H 3.330 -5.044 -4.849 0.110
H 3.631 -2.623 -6.273 0.106
H 3.244 -2.679 -4.550 0.099
H -0.267 -3.714 -5.861 0.100
H -0.297 -2.863 -4.246 0.074
```

Results
LUMO level	0.29	eV
SMILES	COP(=O)(OC)OC.COP(=O)(OC)OC.COP(=O)(OC)OC.COP(=O)(OC)OC.COP(=O)(OC)OC.COP(=O)(OC)OC.O=S1(=O)CCCC1.O=S1(=O)CCCC1.O=S1(=O)CCCC1.O=S1(=O)CCCC1
total charge	0
HOMO level	-9.709	eV
HOMO-LUMO gap	10.0	eV
E_tot	-201254.692	eV

=====

Record 2
Density functional theory data (ωB97M-V/def2-TZVPD) for C34H90F6O17Y as an isolated structure.

Structure (XYZ):
```
148
Properties=species:S:1:pos:R:3:lowdin_charge:R:1
Y 9.314 -22.626 4.243 1.813
C 12.146 -24.563 5.395 -0.275
O 11.564 -24.408 6.747 -0.130
O 11.414 -23.568 4.694 -0.332
C 13.746 -24.419 5.450 -0.540
F 14.129 -23.634 6.424 0.164
F 14.357 -25.587 5.728 0.131
F 14.324 -23.989 4.302 0.134
C 11.639 -25.573 7.609 -0.234
C 10.998 -25.278 8.931 -0.058
H 11.085 -26.087 9.657 0.082
H 11.422 -24.409 9.434 0.072
H 9.948 -25.056 8.741 0.064
H 12.640 -25.968 7.782 0.114
H 11.116 -26.404 7.136 0.101
H 11.964 -25.599 5.110 0.135
C 17.640 -31.010 6.109 -0.379
O 17.670 -29.602 5.905 -0.074
O 19.009 -31.334 6.138 -0.035
C 16.646 -31.463 7.232 -0.508
F 16.738 -30.752 8.359 0.145
F 15.324 -31.367 6.825 0.080
F 16.793 -32.740 7.622 0.146
C 16.545 -29.099 5.195 -0.261
C 16.782 -27.609 5.127 -0.076
H 16.016 -27.116 4.528 0.049
H 16.711 -27.116 6.097 0.051
H 17.751 -27.328 4.715 0.087
H 15.584 -29.278 5.678 0.107
H 16.502 -29.419 4.154 0.116
H 17.263 -31.449 5.185 0.158
C 9.762 -28.286 5.281 -0.072
C 9.405 -28.195 3.767 -0.275
O 9.731 -26.884 3.314 -0.120
H 9.173 -27.584 5.870 0.060
H 10.811 -28.054 5.466 0.061
H 9.460 -29.262 5.661 0.079
H 8.347 -28.301 3.529 0.109
H 9.945 -28.968 3.221 0.112
H 9.299 -26.268 3.910 0.034
C 12.932 -27.478 2.596 -0.062
C 14.256 -27.445 1.810 -0.359
O 13.958 -27.333 0.481 -0.058
H 12.408 -26.523 2.562 0.047
H 13.222 -27.620 3.637 0.064
H 12.377 -28.359 2.276 0.082
H 14.813 -28.367 1.981 0.116
H 14.863 -26.615 2.173 0.080
H 14.646 -27.647 -0.111 0.092
C 17.156 -24.305 7.412 -0.074
C 18.537 -23.633 7.475 -0.330
O 18.994 -23.766 8.801 -0.073
H 17.360 -25.338 7.695 0.068
H 16.855 -24.335 6.364 0.055
H 16.397 -23.839 8.041 0.065
H 18.543 -22.584 7.177 0.097
H 19.293 -24.040 6.804 0.114
H 19.773 -23.206 8.847 0.084
C 12.690 -24.030 1.177 -0.068
C 13.900 -23.086 1.074 -0.268
O 13.445 -21.827 1.607 -0.118
H 12.909 -25.072 0.942 0.054
H 11.892 -23.626 0.553 0.073
H 12.374 -24.012 2.220 0.035
H 14.294 -22.938 0.069 0.119
H 14.633 -23.416 1.810 0.080
H 14.186 -21.268 1.850 0.025
C 8.725 -20.657 8.382 -0.020
C 9.283 -21.853 7.607 -0.270
O 8.505 -22.166 6.445 -0.223
H 9.070 -19.734 7.916 0.071
H 9.126 -20.652 9.396 0.078
H 7.647 -20.775 8.278 0.092
H 9.310 -22.703 8.288 0.098
H 10.340 -21.757 7.358 0.092
H 7.659 -22.449 6.799 0.105
C 5.731 -24.857 9.651 -0.071
C 7.140 -24.311 9.716 -0.345
O 7.118 -23.111 10.448 -0.079
H 5.111 -24.285 8.960 0.074
H 5.352 -24.974 10.666 0.089
H 5.735 -25.863 9.231 0.075
H 7.521 -24.058 8.726 0.080
H 7.787 -25.020 10.231 0.099
H 8.028 -22.914 10.680 0.023
C 11.770 -28.157 13.602 -0.082
C 12.597 -28.234 12.303 -0.322
O 13.959 -28.407 12.687 -0.082
H 12.076 -27.344 14.261 0.069
H 11.827 -29.104 14.137 0.078
H 10.740 -27.877 13.379 0.055
H 12.530 -27.391 11.616 0.091
H 12.300 -29.116 11.735 0.101
H 14.445 -28.120 11.910 0.024
C 17.270 -24.911 1.917 -0.073
C 17.528 -26.335 1.324 -0.290
O 18.874 -26.327 0.835 -0.078
H 17.403 -24.095 1.206 0.078
H 18.030 -24.669 2.660 0.068
H 16.314 -24.887 2.440 0.034
H 16.863 -26.603 0.503 0.095
H 17.409 -27.159 2.026 0.093
H 18.937 -26.918 0.081 0.080
C 13.190 -21.437 8.704 -0.092
C 14.372 -20.879 7.963 -0.312
O 14.930 -19.900 8.830 -0.073
H 12.698 -22.152 8.046 0.046
H 12.444 -20.691 8.979 0.077
H 13.513 -21.936 9.618 0.086
H 14.134 -20.512 6.964 0.099
H 15.163 -21.628 7.925 0.101
H 15.164 -20.417 9.605 0.082
C 12.139 -19.077 4.640 -0.045
C 11.354 -19.984 5.596 -0.227
O 10.203 -20.429 4.836 -0.223
H 11.678 -18.098 4.509 0.088
H 12.412 -19.484 3.667 0.089
H 13.119 -18.771 5.005 0.083
H 10.989 -19.467 6.483 0.121
H 11.912 -20.883 5.855 0.103
H 9.884 -19.598 4.476 0.106
C 17.057 -21.616 4.185 -0.057
C 15.865 -20.691 3.987 -0.313
O 15.766 -20.443 2.613 -0.084
H 17.015 -22.125 5.147 0.055
H 17.998 -21.069 4.113 0.084
H 17.060 -22.453 3.488 0.064
H 15.884 -19.782 4.587 0.118
H 15.002 -21.320 4.202 0.093
H 16.376 -19.724 2.434 0.104
C 9.721 -24.505 12.238 -0.075
C 10.535 -23.247 12.068 -0.281
O 9.815 -22.406 11.180 -0.099
H 9.755 -25.090 11.318 0.045
H 8.699 -24.424 12.608 0.091
H 10.147 -25.176 12.983 0.077
H 11.516 -23.491 11.660 0.104
H 10.761 -22.820 13.045 0.123
H 9.832 -21.509 11.522 0.097
C 14.230 -28.785 8.972 -0.053
C 15.357 -27.711 9.109 -0.292
O 15.569 -27.397 10.464 -0.077
H 13.234 -28.433 9.242 0.053
H 14.489 -29.607 9.639 0.082
H 14.179 -29.219 7.973 0.057
H 15.147 -26.814 8.528 0.085
H 16.305 -28.063 8.702 0.107
H 16.361 -26.870 10.595 0.101
```

Results
LUMO level	-6.93	eV
total charge	+1
HOMO level	-8.006	eV
HOMO-LUMO gap	1.1	eV
E_tot	-88856.661	eV

=====

Record 3
Density functional theory data (ωB97M-V/def2-TZVPD) for a 9-piece molecular cluster, C34H90N4O13 overall.

Structure (XYZ):
```
141
Properties=species:S:1:pos:R:3:lowdin_charge:R:1
C -4.115 2.348 0.735 -0.093
C -4.869 2.677 1.981 -0.333
O -4.100 3.582 2.748 -0.077
H -3.986 3.261 0.150 0.069
H -4.555 1.562 0.124 0.065
H -3.095 2.024 0.976 0.066
H -5.094 1.723 2.490 0.115
H -5.859 3.089 1.739 0.113
H -4.618 3.808 3.530 0.089
C -1.169 1.770 3.927 -0.071
C -1.515 1.562 5.397 -0.305
O -1.773 0.172 5.602 -0.091
H -2.012 2.141 3.350 0.049
H -0.860 0.835 3.458 0.057
H -0.306 2.436 3.898 0.071
H -2.382 2.174 5.654 0.105
H -0.628 1.814 5.984 0.105
H -1.941 0.016 6.537 0.077
C 3.035 -2.722 0.964 -0.093
C 4.532 -2.765 0.861 -0.288
O 4.997 -4.036 1.433 -0.097
H 2.733 -3.048 1.963 0.081
H 2.592 -3.385 0.225 0.079
H 2.688 -1.691 0.895 0.061
H 4.947 -1.960 1.491 0.111
H 4.847 -2.641 -0.183 0.100
H 5.926 -3.977 1.658 0.064
C -0.470 -0.021 0.759 -0.075
C 0.210 -0.777 -0.363 -0.297
O 1.346 -0.058 -0.829 -0.136
H 0.291 0.308 1.460 0.067
H -1.184 -0.694 1.239 0.076
H -1.057 0.823 0.385 0.051
H -0.465 -1.041 -1.196 0.099
H 0.510 -1.757 0.014 0.098
H 0.983 0.779 -1.234 0.059
C 5.242 -1.472 -3.639 -0.085
C 3.859 -1.469 -3.023 -0.332
O 3.748 -0.391 -2.104 -0.122
H 5.987 -1.073 -2.954 0.073
H 5.258 -0.833 -4.525 0.071
H 5.510 -2.493 -3.907 0.069
H 3.708 -2.429 -2.486 0.101
H 3.038 -1.419 -3.754 0.102
H 2.838 -0.379 -1.704 0.041
C -1.346 -3.975 3.721 -0.089
O -1.129 -4.358 2.349 -0.200
C -2.169 -5.177 1.871 -0.244
C -1.903 -5.467 0.411 -0.217
N -3.053 -6.006 -0.246 -0.046
C -2.842 -6.259 -1.622 -0.262
C -4.061 -6.818 -2.244 -0.230
O -5.169 -5.927 -2.277 -0.195
C -4.943 -4.753 -3.075 -0.094
H -2.304 -3.455 3.846 0.086
H -0.538 -3.310 4.011 0.081
H -1.312 -4.875 4.354 0.087
H -3.132 -4.634 1.942 0.109
H -2.286 -6.061 2.516 0.128
H -1.074 -6.183 0.343 0.127
H -1.511 -4.525 -0.020 0.123
H -3.850 -5.375 -0.117 0.085
H -2.010 -6.945 -1.793 0.130
H -2.555 -5.345 -2.191 0.116
H -4.393 -7.680 -1.661 0.128
H -3.856 -7.185 -3.266 0.125
H -5.879 -4.190 -3.003 0.084
H -4.756 -5.037 -4.115 0.094
H -4.155 -4.122 -2.655 0.063
C -5.887 -4.182 0.720 -0.112
O -4.722 -3.526 0.260 -0.215
C -5.044 -2.397 -0.545 -0.224
C -3.798 -1.609 -0.903 -0.197
N -4.201 -0.380 -1.607 -0.048
C -3.061 0.436 -2.031 -0.212
C -3.511 1.617 -2.858 -0.223
O -2.376 2.394 -3.109 -0.230
C -2.575 3.462 -3.919 -0.140
H -5.617 -4.901 1.507 0.091
H -6.317 -4.856 -0.051 0.093
H -6.693 -3.552 1.111 0.090
H -5.733 -1.724 -0.013 0.127
H -5.575 -2.727 -1.456 0.104
H -3.075 -2.257 -1.434 0.118
H -3.307 -1.314 0.031 0.119
H -4.676 -0.648 -2.472 0.117
H -2.374 -0.126 -2.695 0.123
H -2.477 0.873 -1.224 0.098
H -4.276 2.200 -2.316 0.127
H -3.967 1.352 -3.829 0.130
H -1.627 3.883 -4.252 0.094
H -3.194 4.244 -3.465 0.097
H -3.070 3.165 -4.866 0.096
C 9.621 4.230 4.053 -0.132
O 8.309 3.756 3.994 -0.199
C 7.587 4.233 2.864 -0.227
C 6.228 3.557 2.792 -0.192
N 5.247 4.193 3.675 -0.058
C 3.902 3.739 3.472 -0.249
C 3.365 4.045 2.099 -0.228
O 3.818 3.256 1.010 -0.215
C 3.521 1.890 1.133 -0.101
H 9.615 5.317 4.209 0.089
H 10.219 3.910 3.196 0.087
H 10.066 3.791 4.949 0.086
H 8.138 4.029 1.924 0.123
H 7.506 5.337 2.902 0.128
H 6.379 2.500 3.074 0.131
H 5.898 3.639 1.759 0.113
H 5.508 4.023 4.639 0.114
H 3.248 4.252 4.188 0.121
H 3.763 2.673 3.743 0.114
H 3.549 5.117 1.922 0.132
H 2.248 4.039 2.106 0.115
H 2.429 1.747 1.170 0.076
H 3.982 1.453 2.018 0.077
H 3.872 1.439 0.210 0.091
C 0.609 -0.748 -6.024 -0.124
O 1.244 0.274 -5.346 -0.179
C 0.509 0.680 -4.255 -0.249
C 1.250 1.860 -3.603 -0.169
N 0.602 2.214 -2.348 -0.064
C 1.145 3.436 -1.773 -0.187
C 0.396 3.918 -0.555 -0.214
O -0.966 4.119 -0.897 -0.192
C -1.678 4.820 0.079 -0.121
H -0.398 -0.426 -6.322 0.089
H 0.487 -1.623 -5.372 0.091
H 1.236 -0.976 -6.873 0.091
H 0.363 -0.120 -3.507 0.122
H -0.482 1.030 -4.597 0.120
H 1.191 2.707 -4.311 0.125
H 2.287 1.559 -3.427 0.123
H -0.412 2.184 -2.456 0.093
H 1.294 4.234 -2.527 0.126
H 2.169 3.269 -1.388 0.125
H 0.831 4.901 -0.306 0.127
H 0.492 3.200 0.270 0.118
H -2.573 5.262 -0.355 0.088
H -1.067 5.675 0.430 0.091
H -1.939 4.243 0.972 0.074
```

Results
LUMO level	0.38	eV
SMILES	COCCNCCOC.COCCNCCOC.COCCNCCOC.COCCNCCOC.CCO.CCO.CCO.CCO.CCO
total charge	0
HOMO level	-8.578	eV
HOMO-LUMO gap	9.0	eV
E_tot	-69289.055	eV
ΔE to the lowest compared entry with this formula, charge and spin	0.0	kcal/mol